Computed, not measured: 9 unconnected molecules or ions with the total composition C33H84Cl2N6O12 in a non-equilibrium geometry, with ωB97M-V/def2-TZVPD.

The geometry in XYZ format:
```
137
Properties=species:S:1:pos:R:3:forces:R:3:lowdin_charge:R:1
O -0.534421 3.726774 0.596225 -0.2211 -0.6236 0.1868 -0.17
H 8.267576 -0.744545 0.834593 0.4153 0.5065 -0.2768 0.07
N -2.965468 -1.268278 1.530151 -1.3219 0.6117 -0.1724 0.05
H -4.777409 0.168306 -0.999193 -0.1283 0.0421 0.1047 0.13
H -2.331548 -7.853211 -1.161272 -0.0971 -0.0404 -0.0743 0.10
H 6.726940 -1.389252 -0.812480 -0.0861 0.1017 -0.4743 0.14
H 2.482365 1.407346 -5.238223 -0.4006 0.6153 0.4225 0.10
H -5.581529 5.345069 -4.727189 -0.1958 -0.0305 0.1150 0.07
H -3.182679 -2.261166 1.620001 0.3948 -0.0900 -0.2110 0.05
O 1.129198 3.141918 -3.910378 -2.4973 -0.5957 -0.6185 0.13
H -1.620435 2.952093 2.669547 -0.0040 -0.3494 0.1498 0.14
H 2.338954 0.241623 5.450314 -0.4654 -0.2013 -0.0725 0.14
H -1.195324 -4.282454 4.096234 -0.0402 -0.1014 -0.1812 0.13
H -5.456132 3.561495 -2.684505 0.0563 -0.0383 -0.2264 0.13
H -3.578938 -1.927993 -1.744638 -0.0834 -0.0244 0.2279 0.08
H 0.044499 -1.924122 -1.227773 -0.4296 0.0048 -0.0288 0.01
C -1.213301 -4.668667 -3.477957 -0.4422 0.6620 -0.9370 -0.19
H -0.799799 1.641919 0.606777 -0.1856 0.3389 0.1619 0.09
H -0.389892 -4.394481 -4.137745 0.0363 -0.2210 -0.0101 0.12
C -4.945135 4.470317 -4.607415 0.1988 -0.4554 0.3618 -0.06
H -1.167877 0.477669 2.577899 -0.1999 0.3633 0.4315 0.03
H 1.530130 -1.169574 2.633487 0.3410 1.1488 0.0413 0.02
H 2.521201 -0.311135 1.690417 0.0283 0.2788 0.6179 -0.03
Cl 2.142028 -1.417030 -0.385542 -0.5513 -0.1793 -0.2303 0.59
C -0.267361 2.439427 1.161850 0.7197 -0.0273 -0.4662 -0.22
H -6.957590 0.702568 0.249191 0.0294 0.1233 0.0934 0.09
H -1.937180 -2.668214 -3.515985 -0.1485 0.2015 -0.2369 0.07
H -0.624393 -2.066220 3.576348 0.3087 -0.0304 -0.2689 0.09
C -3.329252 -0.862255 0.123431 0.4036 -1.2302 0.6421 -0.39
O 3.598188 -1.303988 5.819911 0.5418 0.1877 -0.9477 -0.17
H -3.043469 -6.319517 2.821912 0.1577 0.0451 -0.0253 0.09
C -6.924387 -0.382859 0.199577 -0.4296 -1.1405 -0.1970 -0.09
H -1.924458 -6.966411 0.316573 0.0484 0.1174 -0.0833 0.09
C 3.077610 -1.813695 6.969982 -1.3236 -0.4729 1.5472 -0.16
H -2.335304 0.790901 -4.703824 0.0565 -0.0354 -0.2438 0.09
H 1.604150 7.670632 -2.511939 0.0731 0.1316 0.0590 0.08
H 1.716991 -1.380188 4.927059 -0.0033 -0.0045 0.0961 0.11
H 3.780431 2.983127 -0.298548 0.0915 -0.0115 -0.3329 0.10
H 0.811389 5.444885 -2.813218 0.1878 0.1322 0.0812 0.10
H -1.154746 -1.975873 2.052561 1.0374 -0.2575 0.6357 0.03
O 2.636194 4.678662 -3.353009 0.6826 1.0009 -0.0677 0.04
H 0.280274 4.354649 3.010822 0.2810 -0.0587 -0.0340 0.08
H -2.085703 1.002219 -2.967757 -0.0019 -0.0187 -0.1001 0.04
O -2.201953 -5.823391 -1.391929 -1.2742 -0.3532 -0.4468 0.00
C -4.630818 -0.110111 0.059311 0.7016 0.3270 -0.8107 -0.25
H 7.487569 0.915716 0.969291 0.3779 0.0146 0.1382 0.08
H 0.081401 3.369685 4.457731 0.0104 -0.1073 0.0821 0.07
H 3.376590 1.555754 0.592895 0.0437 -0.1698 -0.1449 0.07
H 4.628187 -0.383808 -1.314757 0.2974 0.5306 -0.2450 0.10
C 1.674574 5.739479 -3.420900 -0.7568 -0.3475 0.3776 -0.21
N -4.623060 5.396406 -2.290820 -0.2492 0.8460 -0.7053 0.02
H -4.163595 -5.059213 2.241743 0.0218 -0.0734 0.0170 0.09
H 2.469223 -2.719019 6.794979 0.2904 -0.0776 -0.0534 0.09
C -2.339884 -3.655825 -3.732015 0.2087 -0.4846 0.7560 -0.06
C -1.043490 -4.586793 3.037161 0.4782 0.3596 0.9977 -0.23
C -2.255742 1.532698 -3.918783 0.5833 -0.3679 0.7755 -0.14
H 3.867492 -2.028236 7.680538 0.2005 -0.1490 -0.0150 0.09
H 0.698823 3.736096 -1.059060 -0.1174 -0.1680 -0.0802 0.08
H 7.181656 1.462908 -1.473376 0.1283 -0.2921 0.4080 0.07
H -0.735426 -5.644361 3.074873 0.0523 0.1163 -0.2979 0.13
H -3.242855 2.980661 -1.948749 -0.0580 0.3727 -0.2919 0.12
H 2.530807 0.755631 -3.600928 0.0398 0.0483 0.3251 0.06
H 3.128963 1.551805 -1.157507 0.0755 -0.0456 -0.2174 0.06
H 2.366979 -1.125012 7.467060 0.3013 0.1210 -0.0972 0.09
C 0.403855 -1.045202 -0.715997 1.2801 0.2309 -0.0599 -0.90
C 6.668844 -0.319093 -0.603258 0.6770 0.5023 1.1930 -0.42
C -2.520868 -6.943874 -0.594581 -0.1884 -0.4526 0.7437 -0.02
H -2.472098 4.008672 -3.178904 -0.2586 -0.2532 -0.2751 0.13
C 2.598714 -0.734023 5.008293 0.4747 0.8378 -0.2620 -0.21
C -3.359251 3.374126 -2.982324 -0.1833 -0.6540 0.5147 -0.21
H -5.419152 3.602753 -5.067193 0.0539 0.1206 -0.1563 0.07
H 3.637406 1.584160 3.887110 0.1052 0.1213 -0.1176 0.08
O 5.103412 1.480483 -0.518791 0.9112 -0.2180 -0.0395 -0.17
O -3.448648 2.242767 -3.861596 -0.3891 1.3230 0.0366 -0.20
H 0.256445 0.732917 3.208132 -0.2760 0.3287 0.2261 0.03
H 3.988458 1.018428 -4.633685 0.1681 -0.0461 0.7244 0.10
C -1.021564 -5.283451 -1.180872 -1.2003 -0.4600 -1.6162 -0.70
H -2.357450 -2.617868 -0.717649 -0.0336 0.0455 0.2363 0.07
O -0.631463 -4.560777 -2.177175 0.6027 1.6876 -1.7568 0.05
H 3.042531 6.685326 -2.111654 -0.0576 0.1376 0.2275 0.08
C 7.365447 -0.142743 0.759871 -0.9440 -0.6975 0.2298 -0.06
H -3.712891 -0.902418 2.144333 0.7594 0.2673 -0.2027 0.09
H 1.281521 5.825318 -4.436688 0.2824 0.0723 -0.0695 0.13
C -4.653391 4.171178 -3.114950 -0.2536 0.3298 -0.3851 -0.43
H -0.856365 2.865584 -1.270014 0.1275 -0.0402 0.0796 0.04
N -0.297176 -2.210933 2.612349 -0.8494 -1.1015 -0.5688 0.04
C -0.639756 2.452549 2.627808 -0.2553 0.5869 0.3458 -0.45
O -2.244346 -4.436180 2.331989 -0.2740 -0.2102 -0.4116 -0.21
H 0.814952 2.182421 1.063577 -0.3526 0.1800 -0.0398 0.12
C -0.370864 3.726776 -0.796698 0.2394 0.0993 -0.3032 -0.13
H -3.565421 -6.872272 -0.310928 -0.1322 -0.0326 -0.1540 0.10
H 1.605254 -5.041350 3.060241 0.2323 0.2085 -0.3381 0.08
H -7.638497 -0.839003 0.887010 0.0033 0.2986 0.1332 0.09
H 4.677505 -0.352889 0.369743 0.5786 0.3185 0.2928 0.09
C 0.341341 3.337965 3.401931 -0.3701 -0.2188 -0.2284 -0.06
C 5.212975 0.089448 -0.494375 -0.9300 -1.1668 -0.7046 -0.26
H -4.064725 -2.892529 -0.342161 -0.0818 0.1382 0.1708 0.09
H 4.584497 0.777298 2.595772 0.0415 0.1939 -0.0317 0.05
O -0.340290 -5.452352 -0.257072 2.1849 -0.5706 3.5592 0.17
H 1.344380 2.918288 3.282453 0.0667 0.2133 0.0791 0.07
C 2.352831 6.983123 -2.895963 -0.0491 -0.2095 -0.3603 -0.05
N -0.701423 1.122051 3.234846 0.4556 -0.6618 -0.8436 0.04
H 5.012715 0.525459 4.292830 -0.0539 0.0277 0.0013 0.08
H -3.197025 -3.818807 -3.074570 0.1348 -0.1004 0.0082 0.07
O 3.299216 2.703122 -3.770413 0.6451 -0.2900 -0.2176 0.02
H -4.012770 4.670775 -5.143933 -0.0272 -0.0343 0.0418 0.08
H -0.060164 -0.807408 0.230879 -0.1782 -0.1604 0.1190 0.00
C 3.803242 1.893768 -0.368523 -1.3538 0.7891 0.9634 -0.13
H -7.223315 -0.741234 -0.797340 0.0899 0.4211 -0.0339 0.09
C -3.277185 -5.249586 2.848067 -0.1617 0.5454 0.1606 -0.11
C 4.181306 0.681694 3.603444 -0.3130 -0.5061 0.2047 -0.04
H 3.768112 -1.433549 3.406251 -0.0360 0.3504 0.1356 0.14
C 2.240768 3.483266 -3.713092 1.1038 0.4286 0.6440 -0.67
H -5.586315 5.755722 -2.268911 0.2589 -0.4825 0.3943 0.07
O -5.657319 -0.922608 0.514128 -0.5163 0.0831 0.4221 -0.18
H 2.928982 7.468389 -3.680909 0.0337 0.0940 0.0139 0.08
Cl 0.326410 0.384504 -1.764662 -0.1649 -0.3273 -0.0211 0.62
H -3.495866 -4.947402 3.883863 -0.0200 -0.2205 -0.0883 0.09
C 0.042205 -3.676370 2.445536 -0.8906 0.5064 0.1356 -0.39
N 2.124429 -0.301336 2.635957 0.1176 -1.0835 0.3837 0.03
C 1.376675 -3.971197 3.104518 -0.2001 -0.2149 0.8809 -0.06
H -1.528587 -5.684371 -3.711562 0.0716 -0.0471 0.2731 0.13
C 3.213023 -0.500142 3.643705 -0.1206 -0.4260 -1.1891 -0.42
H -4.214947 6.156611 -2.858559 0.3961 -0.5744 0.3783 0.07
H 6.722752 -0.577818 1.542537 -0.0081 0.3001 -0.1302 0.07
C 3.034702 1.423382 -4.288528 0.5171 -1.2176 -1.4950 -0.06
H -2.573684 -0.210362 -0.338686 0.1111 0.0241 0.4560 0.11
C -3.347820 -2.151069 -0.692480 0.1312 0.2438 -1.0723 -0.06
H 1.326367 -3.758645 4.188426 -0.1848 0.0622 -0.2501 0.08
H 7.029456 0.294191 -2.527516 0.3331 -0.1698 0.4543 0.07
H -2.704910 -3.730394 -4.754732 0.2195 0.0996 -0.0991 0.08
H 0.026144 -3.950871 1.384500 0.4302 0.4760 0.0693 0.11
H -4.552389 0.825503 0.631363 -0.1031 -0.0213 0.0991 0.14
H -0.834473 4.613959 -1.231726 0.0034 0.1326 0.2924 0.08
N 7.415009 0.473702 -1.588072 -0.5698 -0.2013 -1.1021 0.04
H -1.382745 2.183337 -4.061993 -0.0709 -0.0589 -0.2513 0.08
H 2.193441 -3.350429 2.744249 0.0218 -0.1719 -0.3796 0.06
```
Positions in Å, forces in eV/Å.

Properties
**Net charge**: 0
**HOMO energy**: -8.50 eV
**HOMO-LUMO gap**: 0.330 Eh
**Relative energy (zero: lowest compared OMol25 entry of this formula, charge and spin)**: 0.00 kJ/mol
**SMILES string**: COC[C@H](C)N.COC[C@H](C)N.COC[C@H](C)N.COC[C@H](C)N.COC[C@H](C)N.COC[C@H](C)N.CCOC(=O)OC.CCOC(=O)OC.ClCCl